No. 1
Entry from the Open Molecules 2025 dataset: the molecule C5H6S2 at a distorted geometry (ωB97M-V/def2-TZVPD).

XYZ file:
```
13
Properties=species:S:1:pos:R:3:forces:R:3
C 1.17480 -1.01053 0.82440 -3.08 -0.49 -4.66
C 0.52224 0.01057 0.11277 7.82 -0.19 6.80
C 0.67522 1.45115 0.52431 2.57 -0.53 3.32
S 1.61608 2.24275 1.68271 -0.94 -1.92 -1.32
C -0.14890 -0.09535 -1.03817 -5.75 1.61 -6.71
C -1.51898 -0.40836 -0.57615 -3.07 -1.13 2.10
S -0.94120 -1.64603 -1.90338 0.51 2.46 1.96
H 1.60911 -0.98752 1.76524 0.73 0.58 1.48
H 1.03226 -2.05677 0.31391 0.50 1.99 1.17
H 0.14358 2.20591 0.08503 -1.89 1.16 -1.93
H -0.23827 0.90078 -1.71952 0.78 -2.72 1.28
H -1.42869 -0.92036 0.50415 -0.72 1.07 -2.66
H -2.49725 0.31376 -0.57529 2.54 -1.88 -0.81
```
Forces are in eV/Å.

Net charge: 0
ΔE to the lowest compared entry with this formula, charge and spin, kcal/mol: 92.28
Structure (SMILES): C=C(C=S)[C@@H]1CS1
Gap between HOMO and LUMO, eV: 7.75
Spin multiplicity: 1



No. 2
Entry from the Open Molecules 2025 dataset: the molecule C5H6S3 at a distorted geometry (ωB97M-V/def2-TZVPD).

XYZ file:
```
14
Properties=species:S:1:pos:R:3:forces:R:3
C -2.16234 -0.05404 -1.68399 2.14 -0.09 2.38
C -1.41307 -0.00941 -0.71504 -1.34 1.33 -0.50
C -0.60739 0.41604 0.48746 0.69 -1.75 -1.03
S -0.57505 2.23345 0.81443 1.14 -0.68 0.23
C -2.19487 2.43928 1.53692 -0.63 -2.10 1.69
S 1.24263 -0.05544 -0.06772 -2.27 -1.53 1.09
C 0.95894 -1.89339 -0.13094 -2.38 1.83 -0.08
S 2.06916 -2.79647 -0.79180 0.71 -0.89 -0.10
H -2.65651 -0.12897 -2.60429 -0.49 -0.15 -0.54
H -0.86156 -0.29731 1.35712 0.47 1.57 -0.97
H -2.43925 3.43543 2.00817 0.78 -1.30 -0.27
H -2.37767 1.45187 2.20782 0.19 2.74 -1.04
H -2.79521 2.31651 0.67913 -1.43 -0.01 -0.67
H -0.14535 -2.27290 0.10711 2.41 1.01 -0.18
```
Forces are in eV/Å.

Net charge: 0
ΔE to the lowest compared entry with this formula, charge and spin, kcal/mol: 91.48
Structure (SMILES): C#C[C@H](SC)SC=S
Gap between HOMO and LUMO, eV: 8.57
Spin multiplicity: 1